101
Properties=species:S:1:pos:R:3 method="wB97M-V/def2-TZVPD" orbital_gap_ev=7.94 mol_weight_g_mol=705.7 charge=-1
P -1.667 0.058 1.282
F -2.059 -1.432 0.891
F -1.859 0.624 -0.208
F -3.186 0.581 1.733
F -1.006 1.484 1.697
F -1.464 -0.643 2.752
F -0.200 -0.349 0.830
C 1.485 -8.876 0.620
O 0.334 -8.074 0.670
C 0.709 -6.806 0.091
C -0.402 -5.724 0.111
O -0.246 -4.620 -0.877
C 0.785 -3.699 -0.567
C 1.085 -2.719 -1.695
O 1.270 -3.197 -3.042
C 1.898 -4.471 -3.130
H 2.273 -8.665 -0.104
H 1.091 -9.887 0.513
H 2.055 -8.848 1.548
H 1.183 -6.899 -0.886
H 1.498 -6.396 0.722
H -0.646 -5.267 1.070
H -1.320 -6.269 -0.110
H 1.623 -4.300 -0.215
H 0.420 -3.224 0.343
H 1.927 -2.062 -1.475
H 0.216 -2.063 -1.632
H 1.213 -5.273 -3.401
H 2.507 -4.820 -2.296
H 2.527 -4.414 -4.018
C 2.456 3.005 6.019
O 1.190 2.398 6.256
C 1.048 1.087 5.718
C 1.165 1.094 4.179
O 2.532 1.137 3.640
C 2.500 1.175 2.213
C 3.833 0.721 1.535
O 4.847 1.746 1.838
C 5.522 1.585 3.031
H 3.094 2.467 6.720
H 2.557 4.051 6.310
H 2.813 2.922 4.993
H -0.019 0.992 5.918
H 1.742 0.444 6.259
H 0.729 2.013 3.786
H 0.633 0.295 3.664
H 2.043 2.147 2.031
H 1.741 0.521 1.784
H 3.761 0.733 0.447
H 4.205 -0.240 1.891
H 5.833 0.581 3.321
H 4.938 2.108 3.787
H 6.265 2.370 3.168
C -2.844 -0.819 -2.821
O -2.195 -0.191 -3.708
N -3.008 -2.132 -3.013
C -3.775 -2.806 -1.973
C -2.293 -2.978 -3.979
H -3.408 -0.313 -2.022
H -3.277 -3.291 -1.133
H -4.354 -3.621 -2.407
H -4.549 -2.122 -1.626
H -2.865 -3.842 -4.317
H -2.157 -2.383 -4.882
H -1.343 -3.408 -3.660
C -5.397 5.023 -0.052
O -5.866 5.845 -0.817
N -5.063 5.239 1.212
C -4.406 4.207 2.013
C -5.490 6.384 1.983
H -4.982 4.059 -0.385
H -4.129 3.342 1.411
H -5.066 3.894 2.821
H -3.528 4.542 2.567
H -4.580 6.974 2.086
H -6.119 7.151 1.531
H -5.911 6.021 2.921
C 1.670 -0.113 -4.010
O 0.572 0.352 -4.287
N 2.418 0.447 -3.009
C 3.692 -0.258 -2.732
C 1.868 1.490 -2.137
H 2.301 -0.851 -4.530
H 3.992 -0.993 -3.480
H 3.765 -0.706 -1.741
H 4.503 0.457 -2.868
H 1.131 2.052 -2.711
H 1.264 1.146 -1.297
H 2.611 2.219 -1.816
C -1.503 2.931 -2.530
O -1.551 2.390 -3.688
N -0.947 4.128 -2.264
C -0.974 4.578 -0.902
C -0.373 4.903 -3.310
H -1.819 2.449 -1.592
H -0.955 5.668 -0.878
H -0.041 4.345 -0.390
H -1.913 4.283 -0.433
H 0.670 4.591 -3.260
H -0.771 4.626 -4.286
H -0.477 5.988 -3.330